Molecular formula: C55H145N13O17
Method: DFT, wB97M-V/def2-TZVPD

Cartesian coordinates (Å):
C1 -0.40697 -3.04440 -4.47588
O1 -0.10053 -3.02668 -5.65323
N1 0.39584 -3.76633 -3.60087
N2 -1.48952 -2.43997 -3.98016
H1 0.28219 -3.53841 -2.58634
H2 1.37732 -3.80470 -3.84153
H3 -1.52210 -2.02746 -2.99527
H4 -2.08480 -1.83121 -4.62382
C2 7.02460 0.98760 -1.60322
C3 5.64187 1.39038 -2.24121
C4 5.27463 2.81786 -1.79899
O2 3.90262 3.08642 -2.12151
C5 3.72411 4.49876 -2.01615
N3 5.70080 1.13266 -3.64424
H5 6.96846 1.37407 -0.55608
H6 7.74109 1.54397 -2.14918
H7 7.14891 -0.10745 -1.72027
H8 4.89294 0.67121 -1.82313
H9 5.97204 3.58315 -2.32593
H10 5.34956 3.03100 -0.74817
H11 2.71679 4.82273 -2.38524
H12 4.45131 5.11410 -2.57270
H13 3.81734 4.86518 -0.99317
H14 6.45830 1.65704 -4.05430
H15 4.76980 1.24566 -4.04173
C6 -3.92613 1.38146 3.24526
C7 -4.74076 1.50900 1.96435
C8 -5.33766 0.17020 1.61255
O3 -4.25630 -0.61389 1.18553
C9 -4.65262 -1.96395 0.93554
N4 -5.73335 2.51569 2.15977
H16 -4.50260 0.98672 4.06729
H17 -3.59046 2.34868 3.64879
H18 -3.04536 0.75971 2.96145
H19 -4.01845 1.70931 1.16004
H20 -6.09196 0.28784 0.77036
H21 -5.80452 -0.23329 2.49946
H22 -3.90384 -2.39957 0.28325
H23 -5.63982 -1.90310 0.47286
H24 -4.70862 -2.56738 1.85704
H25 -6.62303 2.10277 1.92066
H26 -5.78007 2.94672 3.04343
C10 -0.05687 0.82396 4.07484
C11 1.37051 1.23767 4.53398
C12 1.85562 -0.02321 5.22882
O4 0.99912 -0.25361 6.36181
C13 1.48712 -1.33498 7.14447
N5 2.29971 1.77748 3.60137
H27 -0.55003 0.46568 4.95770
H28 0.06794 -0.02934 3.29657
H29 -0.73164 1.59237 3.69481
H30 1.31806 1.93071 5.36145
H31 2.89569 0.09875 5.59185
H32 1.77183 -0.83765 4.48463
H33 2.55494 -1.28802 7.31821
H34 1.24697 -2.22687 6.57132
H35 0.83107 -1.29075 8.04004
H36 3.14518 2.20321 3.98242
H37 2.57009 1.14132 2.89496
C14 -4.46479 -0.01658 -6.72637
C15 -3.09423 -0.44474 -7.15943
C16 -2.04671 0.66425 -6.75325
O5 -2.30680 1.74258 -7.60735
C17 -1.76017 2.90029 -7.01065
N6 -2.70244 -1.68454 -6.57188
H38 -5.27991 -0.61755 -7.08726
H39 -4.63478 0.99988 -7.04116
H40 -4.49522 0.04631 -5.62714
H41 -3.01977 -0.59341 -8.26946
H42 -1.08538 0.19667 -6.88784
H43 -2.18255 0.92559 -5.70778
H44 -0.68847 2.84078 -6.85383
H45 -2.24201 3.05873 -6.07267
H46 -2.13573 3.69298 -7.65288
H47 -3.41536 -2.33413 -6.60570
H48 -1.82632 -2.04602 -6.94159
C18 -2.14501 -2.15479 3.26849
C19 -1.58034 -3.42155 3.97751
C20 -0.16743 -3.76455 3.63475
O6 0.12137 -5.08015 4.22075
C21 1.11870 -5.81017 3.48765
N7 -1.65477 -3.18449 5.37269
H49 -1.48007 -1.29230 3.30875
H50 -3.06403 -1.81963 3.74573
H51 -2.32862 -2.35449 2.25564
H52 -2.22766 -4.29059 3.60578
H53 0.59051 -3.08516 3.99653
H54 -0.01468 -3.80040 2.50362
H55 2.07897 -5.27324 3.51717
H56 0.89072 -5.87883 2.40439
H57 1.21237 -6.78465 3.89707
H58 -1.61175 -4.07240 5.83793
H59 -2.56889 -2.84193 5.60493
C22 -3.50731 -5.60323 -6.80968
C23 -2.89615 -5.73806 -5.48898
C24 -3.83957 -5.17555 -4.41122
O7 -4.32541 -3.90922 -4.70210
C25 -5.11741 -3.37259 -3.73911
N8 -2.51824 -7.04899 -5.05864
H60 -2.85228 -5.80359 -7.64577
H61 -3.97174 -4.60951 -7.03957
H62 -4.34058 -6.30350 -6.95135
H63 -1.99088 -5.07530 -5.49231
H64 -3.24465 -5.21874 -3.46516
H65 -4.67368 -5.94923 -4.35535
H66 -5.88849 -4.05415 -3.37486
H67 -5.73721 -2.53345 -4.08341
H68 -4.51683 -2.97665 -2.94418
H69 -1.75668 -7.40736 -5.56067
H70 -3.25802 -7.69821 -5.35564
C26 7.78668 6.15933 5.72862
O8 6.88696 5.10290 5.73883
C27 5.62981 5.52333 5.20679
C28 4.71069 4.24915 5.19543
N9 5.35316 3.10063 4.68386
C29 5.88465 3.12096 3.25939
C30 6.86052 1.92566 3.02608
O9 6.15806 0.74655 3.12428
C31 7.01856 -0.41811 2.95878
H71 8.70320 5.69043 5.97159
H72 7.58764 6.88172 6.53721
H73 7.86790 6.69406 4.75050
H74 5.76710 5.93517 4.20430
H75 5.22690 6.25064 5.93456
H76 3.77070 4.36298 4.60995
H77 4.46934 4.09872 6.26402
H78 6.03012 2.69123 5.36267
H79 6.44890 4.00309 3.10358
H80 5.07063 2.96820 2.58817
H81 7.74170 1.95341 3.76990
H82 7.21225 2.11928 2.01122
H83 7.39180 -0.45912 1.94045
H84 6.40146 -1.32060 3.11585
H85 7.76372 -0.35315 3.79136
C32 -6.21029 -2.74447 5.32376
O10 -5.42013 -3.74960 4.57291
C33 -6.12346 -4.90551 4.21583
C34 -5.12518 -5.78080 3.47718
N10 -4.67746 -5.15378 2.25054
C35 -3.77421 -6.02288 1.62073
C36 -3.32159 -5.55414 0.24568
O11 -2.46477 -4.41040 0.39103
C37 -1.77297 -4.12301 -0.77254
H86 -7.24876 -2.49659 5.00280
H87 -5.60173 -1.80801 5.26617
H88 -6.13949 -3.04287 6.35949
H89 -7.01119 -4.63639 3.63736
H90 -6.37437 -5.40646 5.14298
H91 -5.61224 -6.69703 3.17569
H92 -4.23086 -6.01240 4.10288
H93 -4.33942 -4.18573 2.43190
H94 -4.23636 -7.03544 1.55961
H95 -2.91213 -6.27095 2.28129
H96 -4.22962 -5.33748 -0.41233
H97 -2.73899 -6.29026 -0.31680
H98 -1.44254 -5.01415 -1.26870
H99 -1.09396 -3.33581 -0.48803
H100 -2.55560 -3.63549 -1.40353
C38 1.98540 8.09234 1.88872
O12 2.32489 7.07992 2.82473
C39 2.65125 5.81684 2.28710
C40 1.50266 5.14324 1.57861
N11 1.76177 3.75417 1.20576
C41 0.86131 3.31064 0.16085
C42 -0.63863 3.40736 0.40547
O13 -1.18884 4.72770 0.40699
C43 -2.55954 4.78651 0.52500
H101 2.37368 7.83483 0.92005
H102 2.47001 9.03722 2.22348
H103 0.89817 8.21576 1.80899
H104 2.91032 5.26607 3.11547
H105 3.51769 5.93960 1.55235
H106 1.15643 5.66689 0.66165
H107 0.64946 5.23764 2.27897
H108 1.73287 3.12304 1.99933
H109 1.00273 2.26400 -0.08978
H110 1.09465 3.94504 -0.75542
H111 -0.91699 2.89475 1.30872
H112 -1.17266 2.77663 -0.35878
H113 -3.03278 4.09541 -0.18183
H114 -2.95256 5.81263 0.28464
H115 -2.81812 4.58054 1.58009
C44 3.12623 0.35899 0.14560
O14 2.11590 -0.06047 1.05724
C45 1.83020 -1.41372 1.07926
C46 1.33243 -1.90867 -0.31537
N12 0.19088 -1.12399 -0.82608
C47 -0.88867 -0.60898 0.02686
C48 -1.97900 0.17827 -0.76282
O15 -2.77238 -0.75939 -1.53190
C49 -3.86884 -0.15070 -2.14540
H116 4.07175 -0.22047 0.32169
H117 3.20445 1.37678 0.44592
H118 2.88230 0.24810 -0.86864
H119 1.22724 -1.65586 1.94533
H120 2.77566 -2.02285 1.22054
H121 1.05933 -2.93800 -0.15186
H122 2.11410 -1.99105 -1.07872
H123 0.56113 -0.34473 -1.30851
H124 -0.50643 0.13620 0.83345
H125 -1.34277 -1.41434 0.62007
H126 -1.51326 0.89837 -1.46555
H127 -2.57469 0.70219 -0.00594
H128 -4.32398 0.56225 -1.44944
H129 -4.65187 -0.87843 -2.22372
H130 -3.59696 0.18651 -3.15344
C50 -1.13710 5.09184 -3.02354
O16 -0.35190 4.36644 -3.98566
C51 0.32406 3.20647 -3.57709
C52 1.49055 2.94421 -4.59911
N13 2.28538 1.80836 -4.31130
C53 1.47260 0.57860 -4.37095
C54 2.34122 -0.65798 -4.41880
O17 3.00170 -0.88185 -3.14885
C55 3.95316 -1.86627 -3.24751
H131 -1.14711 6.06988 -3.46489
H132 -0.67712 5.25631 -2.05274
H133 -2.13657 4.63525 -2.99246
H134 -0.28789 2.30246 -3.48600
H135 0.74694 3.26653 -2.55669
H136 1.95986 3.92936 -4.75334
H137 1.15648 2.82740 -5.61444
H138 2.57248 1.80095 -3.34597
H139 0.79413 0.60242 -5.28159
H140 0.77323 0.51426 -3.44815
H141 3.16049 -0.46503 -5.12732
H142 1.75881 -1.62931 -4.71086
H143 4.65151 -1.74330 -2.41809
H144 4.49870 -1.65568 -4.14320
H145 3.54522 -2.84612 -3.19409

HOMO energy: -0.307 hartree
HOMO-LUMO gap: 8.907 eV
SMILES string: COC[C@H](C)N.COC[C@H](C)N.COC[C@H](C)N.COC[C@H](C)N.COC[C@H](C)N.COC[C@H](C)N.COCCNCCOC.COCCNCCOC.COCCNCCOC.COCCNCCOC.COCCNCCOC.NC(N)=O
Charge: 0